Density functional theory data (ωB97M-V/def2-TZVPD) for a structure of composition C15H22AlCl3NO4 at a distorted geometry.

Each line ends with the Mulliken charge.
Geometry (Å):
C  -1.44  4.87  -1.55  -0.90
C  -1.56  3.55  -2.30  0.68
O  -2.37  3.47  -3.21  -0.59
O  -0.77  2.48  -2.03  -0.34
C  -0.57  2.24  -0.62  -0.36
C  -1.87  1.92  0.14  -0.26
C  -1.50  1.48  1.58  -0.64
C  -1.76  -0.02  1.86  -0.98
Al  -0.47  -1.35  1.02  -0.11
C  -0.53  -1.34  -1.04  -0.36
O  -1.42  -2.40  -1.55  -0.30
N  -0.79  -3.58  -1.38  0.17
O  -1.39  -4.45  -1.93  -0.50
C  1.45  -1.22  1.76  -1.44
C  2.26  -0.32  0.87  0.81
C  2.33  1.04  1.15  -0.26
C  3.03  1.86  0.29  -0.42
C  3.66  1.35  -0.81  -0.58
C  3.61  -0.01  -1.06  -0.46
C  2.92  -0.85  -0.23  -0.55
H  -2.35  4.99  -0.95  0.26
H  -0.56  4.95  -0.91  0.29
H  -1.40  5.66  -2.30  0.34
H  0.06  1.35  -0.56  0.01
H  0.00  3.04  -0.13  0.19
H  -2.40  2.88  0.23  0.40
H  -2.45  1.17  -0.40  0.39
H  -0.49  1.81  1.87  0.22
H  -2.18  2.05  2.23  0.35
H  -2.78  -0.27  1.53  0.44
H  -1.69  -0.17  2.95  0.34
H  -0.98  -2.81  1.45  -0.33
H  0.45  -1.41  -1.53  0.43
H  -0.97  -0.40  -1.39  0.28
H  1.88  -2.23  1.71  0.49
H  1.47  -0.91  2.82  0.47
H  1.84  1.47  2.02  0.28
H  3.11  2.93  0.49  0.40
H  4.22  1.97  -1.50  0.36
H  4.10  -0.42  -1.94  0.36
H  2.86  -1.92  -0.41  0.41
C  -0.93  -6.49  0.64  0.14
Cl  -1.55  -8.04  1.27  -0.18
Cl  -1.74  -5.13  1.39  -0.01
Cl  0.81  -6.39  0.88  -0.15
H  -1.13  -6.46  -0.42  0.22

Output
Total energy = -2563.44597 a.u.
Total charge = -1
LUMO energy = 2.665 eV
E_HOMO = -4.81 eV